Record 1
Formula: C22H29N3O5S
Source: the OMol25 dataset
Level of theory: ωB97M-V/def2-TZVPD

As for the SMILES: CCOc1ccc(N(CC(=O)Nc2ccccc2C(=O)N[C@H](C)CC)S(C)(=O)=O)cc1. For the relative energy (zero: lowest compared OMol25 entry of this formula, charge and spin), the calculation gives 0.813 eV. The orbital gap comes out at 8.35 eV.

Geometry as ORCA input:
```
! RIJCOSX wB97M-V def2-TZVPD def2/J DEFGRID3
* xyz 0 1
C -6.42 -3.38 0.43
C -6.54 -2.49 1.67
O -6.58 -1.11 1.36
C -5.43 -0.47 1.01
C -5.57 0.86 0.62
C -4.48 1.62 0.26
C -3.20 1.08 0.28
N -2.11 1.88 -0.08
C -0.77 1.42 0.14
C -0.32 0.37 -0.87
O -1.00 0.05 -1.82
N 0.90 -0.13 -0.56
C 1.67 -1.07 -1.24
C 1.15 -1.83 -2.30
C 1.93 -2.79 -2.92
C 3.23 -3.02 -2.49
C 3.76 -2.26 -1.47
C 3.01 -1.26 -0.85
C 3.59 -0.42 0.24
O 2.91 0.07 1.13
N 4.92 -0.22 0.15
C 5.70 0.57 1.10
C 5.64 -0.07 2.48
C 5.22 2.03 1.10
C 6.20 2.97 1.79
S -2.29 2.98 -1.35
C -3.06 2.08 -2.70
O -0.96 3.39 -1.72
O -3.18 4.03 -0.94
C -3.05 -0.25 0.67
C -4.15 -1.01 1.04
H -7.24 -3.18 -0.25
H -6.44 -4.42 0.73
H -5.48 -3.18 -0.09
H -5.74 -2.71 2.39
H -7.50 -2.68 2.16
H -6.57 1.28 0.61
H -4.61 2.66 -0.02
H -0.12 2.30 0.01
H -0.66 1.06 1.17
H 1.38 0.22 0.27
H 0.14 -1.66 -2.61
H 1.51 -3.37 -3.72
H 3.82 -3.79 -2.96
H 4.76 -2.47 -1.13
H 5.40 -0.58 -0.66
H 6.74 0.54 0.73
H 6.29 0.46 3.17
H 4.62 -0.04 2.86
H 5.96 -1.11 2.43
H 4.25 2.07 1.59
H 5.09 2.34 0.06
H 5.85 3.99 1.70
H 6.29 2.73 2.85
H 7.18 2.90 1.33
H -3.08 2.74 -3.55
H -4.06 1.81 -2.40
H -2.45 1.20 -2.89
H -2.08 -0.71 0.70
H -3.98 -2.03 1.35
*
```


Record 2
Formula: C10H20Cl10
Source: the OMol25 dataset
Level of theory: ωB97M-V/def2-TZVPD

For the relative energy (zero: lowest compared OMol25 entry of this formula, charge and spin), the calculation gives 0.475 eV. The orbital gap (alpha / beta) comes out at 10.43 / 2.84 eV.

Geometry as ORCA input:
```
! RIJCOSX wB97M-V def2-TZVPD def2/J DEFGRID3
* xyz 1 2
Cl 3.08 3.17 4.36
C 3.01 4.69 3.46
C 1.79 4.68 2.63
Cl 1.70 3.23 1.51
H 3.87 4.76 2.80
H 3.03 5.45 4.24
H 1.84 5.55 1.98
H 0.89 4.71 3.24
Cl -3.98 -2.17 -0.04
C -3.56 -3.22 1.43
C -2.08 -2.90 1.92
Cl -2.06 -1.24 2.51
H -3.66 -4.23 1.03
H -4.28 -3.06 2.23
H -1.39 -3.08 1.10
H -1.90 -3.53 2.80
Cl 1.10 -2.55 1.54
C 2.61 -2.83 2.43
C 3.66 -1.75 2.00
Cl 3.35 -0.12 2.57
H 3.10 -3.74 2.10
H 2.37 -2.85 3.49
H 3.74 -1.69 0.92
H 4.59 -2.19 2.36
Cl -1.79 1.84 -7.57
C -2.87 0.77 -6.57
C -2.06 0.13 -5.45
Cl -2.93 -0.95 -4.37
H -3.26 -0.02 -7.21
H -3.71 1.25 -6.08
H -1.54 0.93 -4.92
H -1.30 -0.56 -5.84
Cl 1.14 -1.24 -1.68
C -0.26 -0.02 -1.56
C -0.10 0.49 -0.13
Cl -1.24 1.80 0.23
H -1.15 -0.64 -1.58
H -0.35 0.63 -2.43
H 0.93 0.84 0.01
H -0.34 -0.34 0.54
*
```


Record 3
Formula: C16H27CuI2N3OSi2
Source: the OMol25 dataset
Level of theory: ωB97M-V/def2-TZVPD

For the relative energy (zero: lowest compared OMol25 entry of this formula, charge and spin), the calculation gives 0.000 eV. The orbital gap comes out at 6.74 eV.

Geometry as ORCA input:
```
! RIJCOSX wB97M-V def2-TZVPD def2/J DEFGRID3
* xyz -1 1
Cu 0.06 -0.14 0.39
I 1.11 0.05 5.61
C 2.35 -0.04 3.94
C 3.74 -0.06 4.11
C 4.58 -0.11 3.03
I 6.65 -0.11 3.38
C 4.06 -0.16 1.71
C 4.84 -0.22 0.53
C 4.22 -0.28 -0.68
C 2.82 -0.28 -0.75
N 2.07 -0.22 0.33
C 2.66 -0.15 1.55
C 1.73 -0.05 2.68
O 0.48 0.01 2.48
H 4.15 -0.03 5.11
H 5.92 -0.22 0.61
H 4.80 -0.33 -1.60
H 2.30 -0.35 -1.70
C -3.92 0.93 -2.30
Si -2.13 0.87 -1.70
C -1.69 2.65 -1.26
C -1.13 0.42 -3.24
C -1.81 -0.22 -0.29
Si -2.18 -2.01 -0.38
C -1.21 -2.84 -1.77
C -3.99 -2.46 -0.68
C -1.73 -2.85 1.23
H -4.04 1.63 -3.14
H -4.60 1.25 -1.51
H -4.25 -0.06 -2.64
H -2.21 3.38 -1.89
H -0.61 2.82 -1.37
H -1.95 2.86 -0.22
H -1.13 1.25 -3.95
H -1.55 -0.45 -3.75
H -0.09 0.19 -2.98
H -2.37 0.19 0.57
H -1.60 -2.55 -2.75
H -1.26 -3.93 -1.70
H -0.16 -2.54 -1.73
H -4.34 -2.10 -1.65
H -4.63 -2.02 0.09
H -4.13 -3.55 -0.66
H -0.66 -2.72 1.45
H -1.95 -3.93 1.22
H -2.28 -2.40 2.06
N 0.73 4.15 1.03
N 1.25 2.85 0.77
H -0.14 4.30 0.52
H 1.40 4.83 0.70
H 1.04 2.55 -0.18
H 0.78 2.19 1.38
*
```


Record 4
Formula: C4H5NO
Source: the OMol25 dataset
Level of theory: ωB97M-V/def2-TZVPD

As for the SMILES: C[C@H](C#N)C=O. For the relative energy (zero: lowest compared OMol25 entry of this formula, charge and spin), the calculation gives 0.833 eV. The orbital gap comes out at 11.16 eV.

Geometry as ORCA input:
```
! RIJCOSX wB97M-V def2-TZVPD def2/J DEFGRID3
* xyz 0 1
C 1.17 -0.30 -0.11
C -0.21 0.05 0.50
C -1.09 -1.12 0.58
N -1.80 -2.03 0.62
C -0.73 1.09 -0.49
O -0.38 2.24 -0.46
H 1.47 -1.33 0.08
H 1.12 -0.16 -1.20
H 1.92 0.39 0.28
H -0.12 0.50 1.49
H -1.36 0.67 -1.30
*
```


Record 5
Formula: C22H34ClNO3OsP2
Source: the OMol25 dataset
Level of theory: ωB97M-V/def2-TZVPD

The orbital gap (alpha / beta) comes out at 5.34 / 7.14 eV.

Geometry as ORCA input:
```
! RIJCOSX wB97M-V def2-TZVPD def2/J DEFGRID3
* xyz 0 5
Os 0.03 0.28 -1.57
P 0.51 2.54 -1.63
P 0.37 -1.78 -0.64
N 1.45 -0.04 -2.67
H 0.38 0.79 1.58
C 1.68 3.56 -0.60
H 1.60 4.64 -0.82
H 2.70 3.22 -0.82
H 1.46 3.39 0.46
C -1.04 3.57 -1.57
H -0.88 4.54 -2.07
H -1.36 3.74 -0.54
H -1.82 3.01 -2.10
C 1.10 2.96 -3.33
H 0.99 4.03 -3.53
H 0.49 2.39 -4.04
H 2.15 2.67 -3.43
C 1.51 -2.32 0.71
H 1.31 -3.36 1.03
H 1.35 -1.65 1.57
H 2.55 -2.24 0.35
C -1.24 -2.54 -0.14
H -1.16 -3.64 -0.05
H -1.99 -2.29 -0.91
H -1.52 -2.10 0.83
C 0.86 -2.99 -1.97
H 0.67 -4.02 -1.65
H 1.92 -2.86 -2.20
H 0.25 -2.77 -2.86
C 2.14 -0.33 -3.67
C 4.32 -0.60 -4.68
C 3.63 -0.25 -3.54
C 1.54 -0.72 -4.89
C 2.29 -1.05 -5.94
C 3.71 -0.98 -5.84
H 5.42 -0.54 -4.57
H 3.99 0.05 -2.59
H 0.40 -0.74 -4.87
H 1.81 -1.35 -6.87
H 4.31 -1.24 -6.71
C -1.30 1.10 1.05
O -1.20 0.93 -0.10
C -0.24 2.04 1.96
H -0.68 2.02 2.96
H -0.24 3.07 1.59
H 0.82 1.53 2.01
C -2.54 1.25 1.69
H -2.60 1.05 2.75
H -3.33 0.65 1.24
H -2.98 2.29 1.63
Cl -5.33 -1.71 7.05
C -3.93 -1.54 6.08
C -2.68 -1.23 6.67
C -1.56 -1.11 5.86
C -1.64 -1.28 4.48
C -2.88 -1.60 3.91
C -4.03 -1.73 4.67
C -0.42 -1.07 3.60
O 0.70 -1.02 4.18
O -0.69 -0.96 2.37
H -2.63 -1.10 7.74
H -0.59 -0.87 6.31
H -2.94 -1.73 2.81
H -4.98 -1.95 4.23
*
```


Record 6
Formula: C39H30Cl2IN3O2PSc
Source: the OMol25 dataset
Level of theory: ωB97M-V/def2-TZVPD

For the relative energy (zero: lowest compared OMol25 entry of this formula, charge and spin), the calculation gives 0.672 eV. The orbital gap comes out at 6.22 eV.

Geometry as ORCA input:
```
! RIJCOSX wB97M-V def2-TZVPD def2/J DEFGRID3
* xyz 2 1
Sc -0.30 1.15 1.31
Cl -1.87 0.91 3.40
C -0.68 1.69 4.45
Cl 0.83 1.87 3.52
H -0.49 1.06 5.32
H -1.04 2.67 4.73
I -2.13 3.56 0.76
C -2.20 2.87 -1.27
C -3.46 2.54 -1.67
C -3.71 2.19 -3.00
C -2.69 2.27 -3.91
C -1.38 2.64 -3.50
C -0.38 2.80 -4.49
C 0.88 3.18 -4.15
C 1.22 3.29 -2.80
C 0.30 3.10 -1.79
P 1.02 2.92 -0.10
C 2.66 2.18 -0.37
C 3.82 2.89 -0.66
C 5.01 2.22 -0.86
C 5.07 0.84 -0.77
C 3.93 0.11 -0.46
C 2.73 0.79 -0.25
C 1.38 4.60 0.49
C 2.30 4.74 1.53
C 2.59 5.99 2.03
C 1.96 7.11 1.50
C 1.04 6.97 0.48
C 0.75 5.72 -0.03
C -1.07 2.87 -2.13
H -4.28 2.56 -0.96
H -4.71 1.91 -3.31
H -2.87 2.08 -4.96
H -0.64 2.63 -5.53
H 1.63 3.35 -4.91
H 2.25 3.49 -2.55
H 3.79 3.98 -0.71
H 5.91 2.78 -1.10
H 6.00 0.32 -0.94
H 3.97 -0.96 -0.38
H 1.83 0.22 -0.03
H 2.79 3.86 1.94
H 3.31 6.10 2.83
H 2.20 8.09 1.89
H 0.55 7.85 0.07
H 0.04 5.62 -0.85
C -4.84 -6.30 2.62
O -3.71 -7.13 2.40
C -2.79 -6.76 1.51
C -1.68 -7.61 1.37
C -0.67 -7.29 0.50
C -0.71 -6.09 -0.22
C -1.85 -5.28 -0.13
C -2.89 -5.61 0.71
N 0.40 -5.81 -1.02
N 0.66 -4.68 -1.45
C 0.19 -3.44 -1.12
C -0.26 -2.58 -2.11
C -0.69 -1.29 -1.82
C -0.61 -0.79 -0.53
O -1.05 0.44 -0.18
C -0.03 -1.59 0.47
N 0.20 -0.99 1.69
C 0.70 -1.74 2.67
C 1.03 -3.08 2.51
C 0.88 -3.67 1.28
C 0.34 -2.94 0.21
H -5.38 -6.75 3.45
H -5.49 -6.27 1.75
H -4.53 -5.29 2.89
H -1.66 -8.52 1.95
H 0.19 -7.94 0.38
H -1.94 -4.41 -0.77
H -3.78 -5.00 0.73
H -0.33 -2.96 -3.13
H -1.10 -0.65 -2.59
H 0.88 -1.24 3.62
H 1.44 -3.63 3.35
H 1.19 -4.70 1.13
*
```


Record 7
Formula: C20H14F5N3OSTl
Source: the OMol25 dataset
Level of theory: ωB97M-V/def2-TZVPD

For the relative energy (zero: lowest compared OMol25 entry of this formula, charge and spin), the calculation gives 0.298 eV. The orbital gap comes out at 6.95 eV.

Geometry as ORCA input:
```
! RIJCOSX wB97M-V def2-TZVPD def2/J DEFGRID3
* xyz -1 1
Tl -0.62 -2.53 -1.75
O 0.07 0.17 -0.75
S -0.11 1.68 -0.68
C 0.92 1.99 0.87
C 0.14 1.08 1.94
C 0.49 -0.28 2.17
C -0.33 -1.08 2.94
C -1.45 -0.49 3.64
C -1.69 0.84 3.53
C -0.91 1.62 2.65
C 0.88 2.28 -2.09
C 2.27 1.80 -1.98
C 3.26 2.53 -1.37
C 4.54 2.11 -1.34
C 4.89 0.91 -1.94
C 3.97 0.18 -2.60
C 2.63 0.56 -2.54
H 0.78 3.04 1.24
H 2.00 1.68 0.73
H 1.37 -0.63 1.65
H -0.02 -2.10 3.08
H -2.06 -1.04 4.35
H -2.48 1.25 4.13
H -1.03 2.65 2.60
H 0.82 3.42 -2.12
H 0.36 1.90 -2.93
H 3.07 3.53 -0.99
H 5.33 2.67 -0.92
H 5.95 0.61 -2.10
H 4.31 -0.73 -3.02
H 1.81 -0.15 -2.84
N -1.95 -2.64 0.62
C -2.33 -3.11 1.59
C -2.89 -3.76 2.75
C -3.83 -2.95 3.47
N -4.48 -2.14 3.99
C -2.42 -4.96 3.27
N -2.30 -6.03 3.64
F -2.10 -1.71 -4.47
C -2.39 -1.48 -3.10
F -3.65 -2.08 -2.95
C -2.65 -0.02 -3.10
F -3.21 0.33 -1.96
F -3.45 0.42 -4.07
F -1.50 0.65 -3.23
*
```


Record 8
Formula: C7H9N2O2
Source: the OMol25 dataset
Level of theory: ωB97M-V/def2-TZVPD

As for the SMILES: C=C(C)n1c(=O)cc([O-])n1C. For the relative energy (zero: lowest compared OMol25 entry of this formula, charge and spin), the calculation gives 2.430 eV. The orbital gap comes out at 7.18 eV.

Geometry as ORCA input:
```
! RIJCOSX wB97M-V def2-TZVPD def2/J DEFGRID3
* xyz -1 1
C -0.92 0.41 -1.26
C -0.85 -0.51 -0.38
C -1.82 -1.52 0.19
N 0.65 -0.61 0.50
C 1.40 -1.77 0.05
O 0.90 -2.91 0.11
C 2.71 -1.33 -0.35
C 2.78 0.07 -0.25
O 3.68 0.89 -0.43
N 1.45 0.48 0.11
C 1.41 1.78 0.79
H 0.04 1.03 -1.44
H -1.92 0.44 -1.88
H -2.43 -0.88 1.04
H -1.27 -2.39 0.59
H -2.47 -1.80 -0.68
H 3.44 -1.92 -0.92
H 1.25 1.53 1.91
H 2.25 2.27 0.24
H 0.52 2.30 0.60
*
```


Going through the records in order, we get electronic energy values of -48828.639 -135908.674 -100148.193 -7765.693 -64557.367 -112617.488 -56600.357 -14478.718 eV.